176
Properties=species:S:1:pos:R:3:mulliken_charge:R:1 method="wB97M-V/def2-TZVPD" e_lumo_ev=0.2 de_lowest_kcal_mol=0.0 gap_ev=8.814 total_charge=0
C 10.2767 20.2287 14.6336 -0.738
O 11.2803 21.2645 14.5606 -0.385
P 12.5296 21.0641 15.4799 1.096
O 12.1696 20.5956 16.8378 -0.720
O 13.6741 20.2634 14.7975 -0.154
C 13.8838 18.8350 15.0205 -0.459
O 13.1069 22.5036 15.3471 -0.417
C 14.3952 22.8265 15.9180 -0.379
H 9.4230 20.6115 14.0544 0.266
H 9.9214 20.0551 15.6384 0.329
H 10.5063 19.2853 14.1308 0.268
H 13.6036 18.2683 14.1208 0.540
H 13.2425 18.3888 15.7866 0.388
H 14.9280 18.6206 15.2553 -0.192
H 14.5092 23.9284 15.8230 0.344
H 15.2691 22.2815 15.5533 0.013
H 14.3756 22.6104 17.0131 0.210
C 24.1621 12.8613 20.8578 -0.638
O 24.0275 14.3123 20.5712 -0.382
P 23.7619 14.8642 19.1619 1.032
O 23.6209 16.3104 19.1506 -0.803
O 22.5471 14.0491 18.6869 0.128
C 21.8854 14.5280 17.4583 0.111
O 24.9410 14.2517 18.3047 -0.289
C 26.0900 15.1133 17.8895 -0.608
H 25.1634 12.5336 20.5893 0.244
H 23.4088 12.2720 20.3122 0.267
H 23.9391 12.8184 21.9268 0.243
H 20.8193 14.3997 17.6612 -0.115
H 22.1960 13.9326 16.5880 0.350
H 22.0965 15.6234 17.3079 -0.319
H 26.8470 15.0854 18.7159 0.259
H 25.6728 16.1118 17.7050 0.263
H 26.4828 14.6361 17.0027 0.211
C 17.6338 13.9106 11.6899 -0.618
O 19.0515 13.9733 11.5743 -0.178
P 19.8358 15.3262 11.2550 0.744
O 21.2640 15.0990 11.2034 -0.752
O 19.1943 16.3446 12.2439 0.021
C 19.7223 16.5166 13.6118 0.013
O 19.1729 15.7776 9.8899 -0.323
C 19.7410 15.2263 8.6552 -0.708
H 17.2495 14.5079 12.5238 0.214
H 17.3028 12.8854 11.8772 0.240
H 17.1229 14.2856 10.7787 0.337
H 19.1351 17.3614 14.0219 -0.399
H 20.8058 16.6820 13.5594 0.521
H 19.3733 15.6890 14.2490 0.080
H 19.0076 15.3772 7.8837 0.276
H 19.9935 14.1552 8.7060 0.288
H 20.6986 15.6860 8.3750 0.277
C 22.3214 9.3542 16.3662 -0.831
O 21.6158 10.5513 15.9565 0.064
P 20.3063 10.3685 15.0636 -0.064
O 19.6239 9.1221 15.2154 -0.739
O 19.4941 11.6400 15.4795 0.953
C 18.0525 11.7655 15.1762 0.010
O 20.7791 10.6392 13.5894 -0.320
C 21.6859 11.7250 13.3037 -0.349
H 23.2751 9.6776 16.7921 0.222
H 22.5086 8.6910 15.5494 0.350
H 21.7852 8.8517 17.1698 0.275
H 17.7390 12.7432 15.5384 -0.318
H 17.4959 10.9705 15.6820 -0.081
H 17.9086 11.6939 14.0776 0.253
H 21.2951 12.7110 13.6579 0.067
H 21.8494 11.8086 12.1914 0.231
H 22.6791 11.5012 13.7138 0.232
C 13.3523 14.6479 14.6677 0.388
O 12.8570 15.7491 14.5340 -0.661
N 13.7617 13.8817 13.5961 0.291
C 13.3621 14.2510 12.2579 -0.984
C 14.3467 12.5695 13.6979 -0.356
H 13.6033 14.2205 15.6552 0.151
H 13.0336 15.2670 12.2605 0.231
H 12.4773 13.6086 12.0213 0.356
H 14.0882 14.1105 11.4469 0.286
H 15.3046 12.5323 13.1600 -0.070
H 14.5555 12.2891 14.7313 0.054
H 13.6349 11.8583 13.2028 0.332
C 15.3128 19.7300 17.9280 -0.042
O 15.7415 20.6493 17.2688 -0.666
N 16.0701 19.0090 18.8190 0.372
C 15.6122 17.8887 19.6185 -0.538
C 17.4558 19.3809 19.0477 -0.736
H 14.2811 19.3753 17.9053 0.488
H 14.6632 17.5162 19.2491 0.088
H 15.5535 18.1557 20.6694 0.405
H 16.4226 17.1351 19.5043 -0.062
H 18.0834 18.6210 18.5416 -0.123
H 17.6777 20.3776 18.6966 0.398
H 17.7536 19.4186 20.1155 0.332
C 20.0103 14.9240 21.2366 -0.158
O 19.1414 14.5614 20.4833 -0.587
N 20.6281 16.1324 21.1899 0.472
C 21.6707 16.4074 22.1437 -0.949
C 20.3231 17.0914 20.1469 -0.214
H 20.2558 14.3957 22.1545 0.440
H 22.6405 16.6463 21.6954 0.254
H 21.8614 15.4838 22.6797 0.329
H 21.4428 17.2075 22.8843 0.318
H 19.7450 17.9632 20.4950 0.358
H 21.2498 17.4397 19.6470 0.257
H 19.7129 16.6474 19.3846 -0.549
C 16.6600 21.5721 12.2491 0.281
O 17.0173 22.1254 11.2429 -0.603
N 17.3659 20.5676 12.8435 0.135
C 17.3685 20.1698 14.2675 1.189
C 18.5020 20.0487 12.1567 -1.023
H 15.9307 21.9033 12.9627 0.258
H 18.3079 20.4761 14.7453 0.346
H 17.3123 19.1045 14.4054 -0.254
H 16.5796 20.7052 14.7754 -1.123
H 19.3410 20.2074 12.8622 0.320
H 18.4945 18.9753 11.8687 0.148
H 18.7558 20.6692 11.2817 0.414
C 16.4159 16.3510 16.3977 -0.233
O 17.1108 16.9922 15.6094 -0.550
N 16.8584 15.3149 17.1040 1.099
C 16.0522 14.5667 18.0771 0.915
C 18.2830 15.0436 17.1502 0.065
H 15.3093 16.5047 16.5295 0.215
H 16.4772 14.6862 19.0744 -0.020
H 16.0658 13.4955 17.8680 -0.844
H 15.0522 14.9159 18.0997 0.016
H 18.6122 14.6229 18.0855 0.013
H 18.6042 14.2798 16.4094 -0.273
H 18.8483 15.9482 16.9461 -0.138
C 16.0413 12.3969 21.1478 0.254
O 15.6647 11.2494 21.0062 -0.640
N 15.4016 13.3439 21.8303 0.220
C 15.9252 14.6611 21.9975 -0.236
C 14.0877 13.0783 22.3518 -1.126
H 17.0559 12.7545 20.8551 0.315
H 15.2637 15.3958 21.5321 0.260
H 16.8909 14.6554 21.4900 -0.467
H 16.0418 14.9124 23.0685 0.364
H 13.6011 12.2052 21.9130 0.339
H 14.1172 12.8410 23.4247 0.329
H 13.3853 13.9122 22.2276 0.371
C 16.7172 8.6218 16.9453 0.314
O 15.7833 8.2169 16.2919 -0.613
N 16.6657 9.7680 17.7022 0.097
C 17.8108 10.2534 18.3895 -0.665
C 15.4142 10.4190 17.9011 -0.724
H 17.7598 8.2420 16.8838 0.270
H 18.7115 9.7276 18.1635 0.293
H 17.7355 10.2024 19.4873 0.344
H 18.0342 11.3086 18.1797 0.004
H 15.0633 10.3048 18.9192 0.374
H 15.4479 11.4998 17.6557 -0.172
H 14.6616 10.0103 17.2561 0.440
C 11.8878 15.5609 18.1406 -0.089
O 13.0924 15.6768 18.0804 -0.526
N 11.2450 14.4321 18.5457 0.229
C 11.9849 13.2603 18.8819 -0.777
C 9.8223 14.2745 18.5763 -1.059
H 11.2071 16.4353 17.9974 0.340
H 12.6887 12.9515 18.0749 0.154
H 11.3346 12.4074 19.1311 0.389
H 12.6253 13.4316 19.7402 0.175
H 9.5458 13.4782 17.8824 0.388
H 9.3552 14.1683 19.5723 0.307
H 9.3999 15.2026 18.2050 0.345
C 21.4776 19.9170 18.0244 -0.072
O 20.3534 20.2616 18.2900 -0.459
N 21.7460 19.0044 17.0244 0.529
C 20.6848 18.5410 16.1832 -0.495
C 23.0303 18.6666 16.5702 -0.755
H 22.4125 20.3144 18.4660 0.279
H 19.6908 18.7611 16.5781 -0.097
H 20.7158 17.4546 16.0099 -0.104
H 20.7926 19.0146 15.2045 0.486
H 23.2377 17.5986 16.6828 0.064
H 23.2868 18.8789 15.5468 0.333
H 23.7995 19.1608 17.1913 0.261

9
Properties=species:S:1:pos:R:3:mulliken_charge:R:1 method="wB97M-V/def2-TZVPD" e_lumo_ev=-0.9 de_lowest_kcal_mol=36.6 gap_ev=8.144 total_charge=0
C 1.4951 0.1554 0.4616 -0.084
N 1.1297 -0.8099 -0.1117 0.426
N -0.8292 0.9958 0.6337 -0.004
N 0.5231 -1.8504 -0.4004 -0.456
N -1.0354 1.6464 -0.2930 0.057
Cl -1.9358 -0.0038 1.4958 0.003
Cl 1.6465 -3.1306 -0.9087 -0.125
Cl -2.6283 1.7022 -1.0942 -0.087
H 1.6343 1.2949 0.2168 0.271

5
Properties=species:S:1:pos:R:3:mulliken_charge:R:1 method="wB97M-V/def2-TZVPD" e_lumo_ev=-2.1 de_lowest_kcal_mol=4.1 gap_ev=7.783 total_charge=0
C -3.6684 -0.0942 0.0540 -0.080
C -2.3852 0.1016 -0.0789 -0.261
Si -0.5986 -0.0183 -0.0047 0.357
H 0.3921 1.0343 0.1747 -0.013
H 0.0399 -1.4713 0.2382 -0.003

66
Properties=species:S:1:pos:R:3:lowdin_spin:R:1 method="wB97M-V/def2-TZVPD" e_lumo_ev="0.5 / 0.5" gap_ev="2.403 / 9.929" total_charge=0 spin_multiplicity=2
Mg 22.1422 -16.8245 19.8355 0.170
Cl 19.9716 -14.2641 18.1759 0.002
O 20.8302 -13.1364 18.0596 0.001
O 20.3797 -15.2001 19.1792 0.001
O 18.6676 -13.7871 18.5246 0.000
O 19.9072 -14.9692 16.9132 0.002
C 24.1685 -13.2179 16.3322 0.003
C 24.9480 -12.8461 17.6128 0.004
C 24.2105 -12.7694 18.9364 0.007
C 23.7624 -14.0677 19.5735 0.019
N 23.3796 -15.0565 20.1084 0.005
H 23.8250 -12.3160 15.8256 0.000
H 23.3851 -13.9145 16.6309 0.001
H 24.8366 -13.7253 15.6363 0.001
H 25.4465 -11.8889 17.4603 0.000
H 25.7489 -13.5691 17.7672 0.003
H 23.3755 -12.0749 18.8445 0.000
H 24.9154 -12.3678 19.6644 0.003
C 17.8820 -20.8573 19.5997 0.015
C 18.9975 -21.6858 18.8974 0.018
C 20.0029 -20.7190 18.1596 0.029
C 20.3325 -19.4410 18.8337 0.046
N 20.6509 -18.4598 19.3886 0.017
H 18.3735 -20.2316 20.3447 0.006
H 17.1412 -21.4441 20.1429 0.002
H 17.2930 -20.1659 18.9970 0.001
H 18.5717 -22.4707 18.2724 0.001
H 19.5204 -22.3357 19.5990 0.012
H 19.6497 -20.3665 17.1906 0.001
H 20.9604 -21.2062 17.9755 0.022
C 16.9600 -16.3240 21.1788 0.003
C 17.5192 -17.4307 22.1368 0.007
C 18.8046 -17.1541 22.9826 0.035
C 20.0868 -16.8566 22.1844 0.058
N 21.1127 -16.7047 21.6378 0.013
H 16.7941 -15.4250 21.7724 0.000
H 16.0708 -16.5313 20.5833 0.000
H 17.5408 -15.9227 20.3483 0.001
H 17.6834 -18.2265 21.4102 0.001
H 16.8516 -17.7994 22.9156 0.003
H 19.0234 -17.9869 23.6510 0.023
H 18.4649 -16.4056 23.6985 0.003
C 26.4583 -20.3956 21.7065 0.037
C 26.6257 -19.2901 22.6570 0.031
C 25.4036 -18.3998 22.7515 0.086
C 24.5508 -18.1454 21.5283 0.113
N 23.8900 -17.8618 20.5767 0.055
H 27.3573 -20.9985 21.5786 0.002
H 26.0825 -20.0961 20.7281 0.007
H 25.7041 -21.1111 22.0342 0.015
H 27.5167 -18.6983 22.4474 0.004
H 26.8190 -19.6820 23.6556 0.009
H 25.7128 -17.4510 23.1898 0.013
H 24.7837 -18.8546 23.5240 0.052
C 20.8271 -18.3155 15.2678 0.005
C 21.1717 -16.9246 14.8028 0.001
C 22.3886 -16.2111 15.3693 0.003
C 22.6224 -16.6537 16.7574 0.015
N 22.7368 -16.9742 17.8682 0.008
H 21.4410 -19.1207 14.8643 0.002
H 19.7932 -18.6084 15.0848 0.001
H 20.8789 -18.3547 16.3558 0.001
H 20.3358 -16.2275 14.8617 0.000
H 21.3827 -16.9821 13.7350 0.000
H 22.3460 -15.1732 15.0390 0.000
H 23.3021 -16.4566 14.8276 0.001

13
Properties=species:S:1:pos:R:3:mulliken_charge:R:1 method="wB97M-V/def2-TZVPD" e_lumo_ev=1.2 de_lowest_kcal_mol=45.3 smiles=CC[C@@H]1CO1 gap_ev=11.394 total_charge=0
C 0.9272 -1.1746 -1.1480 -0.993
C 0.0339 -0.8124 0.0595 -0.467
C 0.1067 0.7094 0.4664 0.126
C -1.0761 1.3894 0.9063 -0.416
O -0.5841 1.7396 -0.3215 -0.402
H 1.9491 -0.7189 -1.0377 0.291
H 0.5676 -0.6816 -2.1200 0.261
H 0.9963 -2.3327 -1.3198 0.275
H -1.0997 -0.9474 -0.0528 0.273
H 0.2219 -1.3858 0.9387 0.323
H 1.0459 1.1054 0.9773 0.314
H -1.0895 2.2771 1.6317 0.213
H -1.9993 0.8324 1.0201 0.203

16
Properties=species:S:1:pos:R:3:mulliken_charge:R:1 method="wB97M-V/def2-TZVPD" e_lumo_ev=1.1 de_lowest_kcal_mol=76.2 smiles="C/N=C/[C@H]1O[C@@H]1C" gap_ev=10.464 total_charge=0
C -1.8650 1.9996 -0.8838 -0.738
N -0.8474 1.0555 -0.5787 -0.341
C 0.2303 1.2513 0.0474 -0.413
C 1.0793 0.0606 -0.2768 0.105
O 2.2460 -0.4183 0.3860 -0.521
C 0.9885 -0.9999 0.7074 0.148
C 0.6146 -2.4317 0.4616 -1.109
H -2.8402 1.6338 -0.5493 0.259
H -1.8872 2.0003 -1.9805 0.257
H -1.6750 3.0171 -0.5234 0.301
H 0.5123 2.0902 0.7089 0.447
H 1.0707 -0.0959 -1.3527 0.347
H 0.6360 -0.6172 1.6675 0.333
H 1.3911 -3.1024 0.8344 0.308
H -0.3016 -2.6149 1.0346 0.281
H 0.4033 -2.6561 -0.5873 0.335